(1)
Here is a 10-piece molecular cluster, C10H40N20O10 overall at a distorted geometry from OMol25. Energies are from ωB97M-V with the def2-TZVPD basis set.

Each line ends with the Löwdin charge.
CARTESIAN COORDINATES (ANGSTROEM)
N -1.337 -2.992 -0.913  0.1633
C -0.179 -3.459 -0.620  -0.7441
N -0.199 -4.030 0.568  0.1926
O 0.886 -3.397 -1.291  -0.0049
H -2.110 -3.561 -0.600  0.1214
H -1.448 -2.447 -1.756  0.1490
H -1.052 -3.960 1.105  0.1030
H 0.560 -4.667 0.763  0.1260
N 3.613 -2.493 -1.539  0.1573
C 4.764 -1.968 -1.974  -0.7695
N 5.786 -2.754 -1.746  0.1624
O 4.858 -0.848 -2.426  0.0409
H 3.436 -3.463 -1.317  0.0949
H 2.794 -1.903 -1.499  0.0571
H 5.692 -3.652 -1.294  0.1061
H 6.681 -2.297 -1.848  0.1225
N 4.990 -2.028 1.636  0.1530
C 4.492 -0.867 1.337  -0.7288
N 3.236 -0.956 1.602  0.1811
O 5.155 0.119 0.941  0.0100
H 4.473 -2.865 1.862  0.1134
H 5.989 -2.143 1.539  0.1218
H 2.615 -0.167 1.496  0.0928
H 2.985 -1.754 2.169  0.1200
N 2.514 2.012 0.578  0.1737
C 3.086 3.001 1.234  -0.7058
N 4.348 2.750 1.385  0.1737
O 2.532 4.052 1.589  -0.0006
H 3.105 1.245 0.291  0.0772
H 1.529 1.923 0.378  0.0416
H 4.625 1.781 1.330  0.0469
H 4.984 3.425 1.786  0.1238
N -4.501 2.697 -1.453  0.1414
C -3.863 3.811 -1.047  -0.7507
N -3.176 3.497 0.031  0.1711
O -3.952 4.918 -1.519  0.0543
H -4.448 1.854 -0.900  0.0634
H -5.005 2.823 -2.319  0.1070
H -3.005 2.502 0.067  0.0801
H -2.639 4.225 0.479  0.0802
N -5.879 0.510 1.481  0.1865
C -5.099 -0.183 0.700  -0.7606
N -5.825 -0.874 -0.051  0.1818
O -3.844 -0.025 0.644  -0.0295
H -5.356 1.144 2.068  0.1345
H -6.884 0.555 1.395  0.1255
H -5.465 -1.382 -0.847  0.1360
H -6.787 -1.052 0.198  0.1296
N -0.967 -0.416 0.240  0.1743
C -0.026 0.493 -0.059  -0.7317
N 0.835 -0.216 -0.599  0.1787
O -0.137 1.703 -0.179  0.0514
H -1.928 -0.162 0.421  0.0622
H -0.727 -1.337 -0.098  0.0361
H 0.660 -1.203 -0.475  0.0785
H 1.443 0.145 -1.321  0.1464
N 1.847 -1.336 -3.959  0.1813
C 1.398 -0.473 -4.703  -0.8583
N 2.343 -0.041 -5.501  0.1666
O 0.245 -0.115 -4.620  0.0380
H 1.239 -1.856 -3.343  0.1050
H 2.856 -1.295 -3.943  0.1001
H 3.197 -0.465 -5.834  0.1194
H 2.090 0.808 -5.986  0.1166
N -4.048 -3.700 3.654  0.1636
C -3.373 -2.903 2.879  -0.7917
N -3.703 -2.946 1.644  0.1733
O -2.465 -2.207 3.361  0.0157
H -4.860 -4.187 3.304  0.1072
H -3.946 -3.535 4.645  0.1266
H -4.554 -3.430 1.397  0.1138
H -3.363 -2.227 1.021  0.0788
N 0.684 6.136 1.708  0.1620
C -0.572 5.869 1.570  -0.7901
N -0.821 4.635 1.892  0.1581
O -1.369 6.791 1.458  0.0113
H 1.248 5.350 2.000  0.0505
H 1.077 7.063 1.784  0.1221
H -0.211 3.851 1.711  0.1028
H -1.767 4.551 2.235  0.1093

Summary:
* HOMO level: -7.96 eV
* charge: 0
* SMILES string: NC(N)=O.NC(N)=O.NC(N)=O.NC(N)=O.NC(N)=O.NC(N)=O.NC(N)=O.NC(N)=O.NC(N)=O.NC(N)=O
* ΔE to the lowest compared entry with this formula, charge and spin: 182.4 kcal per mole
* gap between HOMO and LUMO: 7.3 eV

(2)
Here is C37H49Zr as an isolated structure at a distorted geometry from OMol25. Energies are from ωB97M-V with the def2-TZVPD basis set.

Each line ends with the Löwdin charge.
CARTESIAN COORDINATES (ANGSTROEM)
C -3.026 -2.358 -1.010  -0.0553
C -3.062 -1.646 0.286  -0.3797
C -4.101 -0.768 0.765  -0.3022
C -5.332 -0.310 0.061  -0.0716
C -3.754 -0.365 2.081  -0.2519
C -4.598 0.569 2.888  -0.0547
C -2.755 -1.305 2.536  -0.2059
C -2.387 -1.469 3.961  -0.0345
C -2.148 -1.882 1.368  -0.2827
C -0.948 -2.800 1.306  -0.0445
Zr -1.770 0.441 0.256  1.7017
C -0.313 -0.538 -1.152  -0.2198
C -3.110 1.657 -1.049  -0.2292
C -0.271 2.396 0.690  -0.3727
C -0.032 3.123 -0.578  -0.0497
C -1.327 2.661 1.620  -0.3066
C -2.372 3.737 1.548  -0.0471
C -1.027 1.909 2.796  -0.2357
C -1.897 1.948 3.962  -0.0681
C 0.107 1.065 2.547  -0.2191
C 0.690 -0.053 3.359  -0.0449
C 0.632 1.431 1.285  -0.2775
C 1.898 0.921 0.708  -0.0488
H -3.971 -2.883 -1.191  0.0859
H -2.842 -1.678 -1.848  0.0742
H -2.228 -3.101 -1.010  0.0778
H -6.269 -0.781 0.410  0.0922
H -5.401 0.784 0.203  0.0641
H -5.246 -0.417 -1.021  0.0735
H -5.246 0.083 3.619  0.0839
H -4.120 1.315 3.596  0.0604
H -5.176 1.285 2.292  0.0809
H -2.854 -2.322 4.534  0.1037
H -1.287 -1.558 3.970  0.0542
H -1.743 1.144 4.645  0.0567
H -1.193 -3.842 1.527  0.0846
H -0.453 -2.822 0.338  0.0485
H -0.158 -2.557 2.011  0.0533
H 0.678 -0.095 -1.066  -0.0315
H -0.139 -1.629 -1.023  0.0038
H -0.552 -0.383 -2.215  -0.0077
H -3.200 2.704 -0.698  -0.0205
H -2.734 1.696 -2.084  0.0085
H -4.124 1.304 -1.177  -0.0428
H 0.917 3.674 -0.528  0.0917
H 0.042 2.430 -1.426  0.0755
H -0.844 3.827 -0.775  0.0770
H -1.894 4.706 1.384  0.0835
H -3.125 3.601 0.764  0.0444
H -2.918 3.826 2.491  0.0717
H -1.932 2.887 4.503  0.0924
H -2.877 1.803 3.514  0.0163
H -2.598 -0.524 4.499  0.0621
H 1.716 0.176 3.712  0.0917
H 0.062 -0.258 4.230  0.0516
H 0.725 -1.017 2.786  0.0699
H 2.800 1.394 1.123  0.0947
H 1.994 -0.161 0.800  0.0837
H 1.876 1.069 -0.382  0.0656
C 2.187 -0.966 -3.143  -0.1496
C 1.833 0.268 -3.779  -0.2671
C 0.567 0.416 -4.408  -0.0941
C 0.202 1.608 -5.021  -0.1288
C 1.093 2.692 -5.041  -0.1540
C 2.341 2.574 -4.419  -0.1294
C 2.708 1.389 -3.791  -0.0626
C 3.412 -1.185 -2.528  -0.1439
C 3.778 -2.359 -1.883  -0.1290
C 5.049 -2.551 -1.262  -0.2612
C 5.383 -3.798 -0.665  -0.0800
C 6.618 -4.003 -0.062  -0.1350
C 7.571 -2.971 -0.028  -0.1563
C 7.266 -1.732 -0.607  -0.1312
C 6.032 -1.520 -1.211  -0.0644
H 1.469 -1.788 -3.180  0.0928
H -0.118 -0.432 -4.396  0.0943
H -0.778 1.696 -5.490  0.0878
H 0.821 3.621 -5.541  0.0747
H 3.043 3.409 -4.421  0.0883
H 3.679 1.321 -3.306  0.0882
H 4.151 -0.390 -2.582  0.0724
H 3.067 -3.187 -1.868  0.0869
H 4.640 -4.595 -0.697  0.0935
H 6.852 -4.969 0.387  0.0851
H 8.541 -3.125 0.444  0.0738
H 7.994 -0.919 -0.592  0.0876
H 5.818 -0.548 -1.652  0.0862

Summary:
* HOMO level: -2.05 eV
* charge: -1
* ΔE to the lowest compared entry with this formula, charge and spin: 0.0 kcal per mole
* gap between HOMO and LUMO: 4.3 eV